Record 1
The following is a quantum chemistry calculation of a molecular structure, C9H7Cl2MnN3O4S3, from the OMol25 dataset.

Values from the calculation:
**Expectation value of S²**: 8.83
**Electronic energy**: -4078.27515 Ha
**ΔE to the lowest compared entry with this formula, charge and spin**: 0.437 eV
**Maximum force**: 0.91 eV/A
**Kohn-Sham gap (spin up / spin down)**: 6.020 / 6.357 eV

Structure (ORCA input):
```
! wB97M-V def2-TZVPD RIJCOSX def2/J DEFGRID3
* xyz -2 6
Mn -0.40724 -0.33372 -0.08080
Cl 1.38072 0.77326 -1.12100
C 1.93616 0.98236 1.95263
Cl 0.59560 0.20154 2.61881
H 1.85377 2.03066 1.72219
H 2.79122 0.40879 1.64166
O -1.83171 -1.00755 0.40311
S 1.19246 6.66404 -0.48762
C 0.04266 5.47041 -0.17008
S 0.40658 3.78596 -0.28099
C -1.25805 3.36282 0.08971
N -2.01049 4.42156 0.26751
N -1.26400 5.58624 0.12835
C -2.01851 6.78575 0.23543
C -1.47327 7.95105 0.75951
C -2.26159 9.09024 0.86116
C -3.58754 9.07641 0.45434
C -4.12940 7.90293 -0.05431
C -3.35436 6.76030 -0.16366
S -1.86324 1.77769 0.19526
H -0.44238 7.96679 1.07584
H -1.82813 9.99503 1.27083
H -4.19627 9.96866 0.53897
H -5.16644 7.87183 -0.36753
H -3.76866 5.83459 -0.53546
O 0.12080 -2.07245 -1.77922
N 0.72307 -2.60694 -0.84248
O 1.30783 -3.68272 -0.94131
O 0.72932 -1.98834 0.27734
*
```


Record 2
The following is a quantum chemistry calculation of a gas-phase ion, C9H7F5IO5S (charge -1) in a non-equilibrium geometry, from the OMol25 dataset.

Values from the calculation:
**Electronic energy**: -1918.67758 Ha
**ΔE to the lowest compared entry with this formula, charge and spin**: 0.000 eV
**Maximum force**: 1.88 eV/A
**Kohn-Sham gap**: 7.939 eV

Structure (ORCA input):
```
! wB97M-V def2-TZVPD RIJCOSX def2/J DEFGRID3
* xyz -1 1
O -2.97326 3.03657 -2.16169
C -2.15338 2.16835 -2.13754
O -2.37366 0.83079 -2.40776
C -1.58180 0.16945 -1.39670
I -2.59105 0.71638 0.45406
C -1.66591 -1.34604 -1.75916
O -0.92299 -1.79785 -2.65360
O -2.50394 -1.97130 -1.11400
C -0.25659 0.94382 -1.63458
S 0.57186 0.69246 -3.24326
C 0.70302 1.19936 -0.47313
C 1.39906 -0.06621 0.05761
C 0.58627 -1.03032 0.92319
C 0.38882 -0.57621 2.35871
F 0.16059 0.73446 2.50417
F -0.70830 -1.20127 2.83790
C 1.57229 -0.96479 3.33085
F 2.64628 -1.40867 2.70951
F 1.16875 -1.86034 4.21770
F 1.92813 0.10205 4.05295
O -0.82758 2.27389 -1.89064
H 0.95837 -0.59294 -3.16101
H 1.48770 1.82899 -0.88649
H 0.19330 1.79883 0.27357
H 2.33678 0.20867 0.53567
H 1.68556 -0.62845 -0.83265
H 1.15416 -1.95751 0.98267
H -0.38246 -1.30217 0.51367
*
```


Record 3
The following is a quantum chemistry calculation of a molecular structure, C9H7IrN2O5 in a non-equilibrium geometry, from the OMol25 dataset.

Values from the calculation:
**Expectation value of S²**: 6.02
**Electronic energy**: -936.33279 Ha
**ΔE to the lowest compared entry with this formula, charge and spin**: 1.493 eV
**Maximum force**: 5.91 eV/A
**Kohn-Sham gap (spin up / spin down)**: 6.378 / 5.512 eV

Structure (ORCA input):
```
! wB97M-V def2-TZVPD RIJCOSX def2/J DEFGRID3
* xyz 2 5
O 3.43928 -6.21255 -1.31764
C 2.63514 -5.47719 -0.97671
Ir 1.42509 -0.59338 -1.15565
O 1.06978 -1.85825 1.60615
C 1.23022 -1.29963 0.59761
C 0.75384 2.92047 -1.36174
O 0.88334 3.77000 -2.11245
C 0.16997 -0.94973 -2.54884
O -0.61845 -1.24460 -3.35241
C 3.17218 -0.61122 -1.99809
O 4.20734 -0.58098 -2.52644
H 1.80771 -1.99176 -1.41380
C -2.07913 1.53032 2.99523
N -1.67657 1.20173 1.62053
C -2.42254 1.35702 0.45888
C -1.61378 0.90680 -0.56432
N -0.42244 0.43383 -0.04986
C -0.46143 0.68178 1.25529
H -1.46829 2.36811 3.37739
H -3.14146 1.81457 2.96808
H -1.93183 0.65842 3.66019
H -3.45375 1.71609 0.45309
H -1.81855 0.92342 -1.61918
H 0.31433 0.53673 2.00467
*
```


Record 4
The following is a quantum chemistry calculation of a molecular structure, C9H7IrN4O6Se in a non-equilibrium geometry, from the OMol25 dataset.

Values from the calculation:
**Expectation value of S²**: 0.78
**Electronic energy**: -3522.85192 Ha
**ΔE to the lowest compared entry with this formula, charge and spin**: 2.280 eV
**Maximum force**: 5.26 eV/A
**Kohn-Sham gap (spin up / spin down)**: 4.819 / 5.007 eV

Structure (ORCA input):
```
! wB97M-V def2-TZVPD RIJCOSX def2/J DEFGRID3
* xyz 1 2
Ir 1.76677 -1.70750 0.66018
N 1.03217 -2.35620 2.97528
N 0.29117 -3.52670 2.88258
C 0.06137 -4.12040 1.56378
O -0.40653 -5.22340 1.55478
O 0.40327 -3.37900 0.60388
H 1.79107 -2.40330 3.65168
H 0.43367 -1.54440 3.15848
H 0.41467 -4.23750 3.59898
Se 6.10137 -2.33180 -1.24402
C 4.67577 -2.01980 -0.33182
N 3.69237 -1.80580 0.28278
O 0.68287 0.26440 1.15728
C 0.29787 0.39420 -0.03742
O 0.65267 -0.45370 -0.88962
C -0.54333 1.53280 -0.47652
C -0.49793 2.78010 0.14138
C -1.22413 3.84000 -0.37962
C -2.00913 3.66080 -1.50882
C -2.06373 2.39830 -2.09102
C -1.34233 1.32710 -1.59492
N -2.87513 2.17450 -3.29442
O -2.87803 1.05400 -3.73022
O -3.45353 3.13040 -3.73592
H 0.12487 2.90760 1.01118
H -1.17003 4.81300 0.08508
H -2.56493 4.47760 -1.94682
H -1.39313 0.35480 -2.06622
*
```


Record 5
The following is a quantum chemistry calculation of C9H7N in the gas phase in a non-equilibrium geometry, from the OMol25 dataset.

Values from the calculation:
**Electronic energy**: -401.67861 Ha
**ΔE to the lowest compared entry with this formula, charge and spin**: 5.204 eV
**Maximum force**: 4.30 eV/A
**Kohn-Sham gap**: 8.212 eV

Structure (ORCA input):
```
! wB97M-V def2-TZVPD RIJCOSX def2/J DEFGRID3
* xyz 0 1
C -0.69181 3.11141 0.81739
C 1.76457 0.24580 1.22609
C 1.25269 -0.65759 0.40581
C 1.14164 1.51685 1.42771
C 0.10905 1.99398 0.76255
C -0.09243 -0.56449 -0.26955
C -0.55127 0.64890 -0.95923
C -1.11117 -1.40624 0.04864
C -1.32674 1.01177 -1.98406
N -1.19134 4.16124 0.78074
H 2.71514 -0.08617 1.65187
H 1.67680 -1.63646 0.20654
H 1.50353 2.04465 2.43134
H -2.12204 -1.42762 -0.44950
H -1.08486 -2.17816 0.79668
H -1.32305 0.26376 -2.67975
H -1.63269 2.02421 -2.38263
*
```


Record 6
The following is a quantum chemistry calculation of C9H7N3 in the gas phase in a non-equilibrium geometry, from the OMol25 dataset.

Values from the calculation:
**Electronic energy**: -511.36187 Ha
**ΔE to the lowest compared entry with this formula, charge and spin**: 1.901 eV
**Maximum force**: 7.20 eV/A
**Kohn-Sham gap**: 8.650 eV

Structure (ORCA input):
```
! wB97M-V def2-TZVPD RIJCOSX def2/J DEFGRID3
* xyz 0 1
C -2.76323 -1.04478 0.57888
C -1.45412 -1.05755 0.14176
C -0.58851 0.06861 0.02545
C 0.82835 0.00964 -0.16555
C 1.54490 -1.12780 -0.31017
C 2.77618 -0.91725 -0.70706
N 3.47289 0.25052 -0.95968
C 2.70971 1.32250 -0.56909
N 1.46014 1.31657 -0.05372
C -1.28190 1.33548 0.29996
C -2.67763 1.22915 0.55336
N -3.40439 0.08228 0.87324
H -3.19853 -2.06798 0.72011
H -1.10405 -2.08738 -0.01379
H 1.25872 -2.10250 -0.01916
H 3.38606 -1.89790 -0.78371
H 3.14268 2.28461 -0.52802
H -0.76167 2.25302 0.23251
H -3.34560 2.15078 0.68467
*
```